# 1
{"formula": "C36H45As2FeN3S4Si3", "method": "ωB97M-V/def2-TZVPD", "charge": -2, "multiplicity": 1, "e_lumo_ev": 4.00, "homo_ev": 0.1, "e_above_lowest_kj_mol": 144.8, "elements": ["Fe", "C", "C", "N", "C", "C", "C", "C", "C", "C", "C", "C", "C", "N", "C", "H", "H", "H", "H", "H", "H", "H", "H", "C", "C", "C", "C", "C", "C", "C", "C", "C", "C", "C", "C", "C", "C", "C", "N", "H", "H", "H", "H", "H", "H", "H", "H", "H", "H", "S", "As", "S", "S", "S", "C", "Si", "C", "C", "As", "Si", "C", "C", "C", "Si", "C", "C", "C", "H", "H", "H", "H", "H", "H", "H", "H", "H", "H", "H", "H", "H", "H", "H", "H", "H", "H", "H", "H", "H", "H", "H", "H", "H", "H", "H"], "xyz": [[-0.048, -0.880, 0.483], [-1.417, -2.963, 3.999], [-0.845, -1.997, 3.160], [-0.607, -2.196, 1.880], [-0.984, -3.392, 1.370], [-1.534, -4.427, 2.129], [-1.751, -4.188, 3.492], [-1.888, -5.654, 1.474], [-1.703, -5.820, 0.150], [-1.156, -4.763, -0.655], [-0.959, -4.864, -2.038], [-0.449, -3.784, -2.710], [-0.161, -2.610, -2.004], [-0.338, -2.482, -0.710], [-0.814, -3.556, -0.038], [-1.610, -2.705, 5.031], [-0.596, -1.028, 3.558], [-2.211, -4.949, 4.111], [-2.331, -6.442, 2.072], [-1.988, -6.744, -0.339], [-1.215, -5.781, -2.555], [-0.286, -3.808, -3.780], [0.204, -1.739, -2.522], [3.988, -2.540, 0.209], [4.671, -1.759, 1.136], [3.971, -0.787, 1.830], [2.608, -0.586, 1.586], [1.885, -1.345, 0.646], [2.635, -2.333, -0.014], [1.826, 0.424, 2.329], [2.448, 1.231, 3.326], [1.704, 2.079, 4.072], [0.314, 2.154, 3.859], [-0.519, 2.964, 4.661], [-1.874, 2.962, 4.468], [-2.438, 2.177, 3.447], [-1.638, 1.420, 2.628], [-0.246, 1.366, 2.822], [0.535, 0.515, 2.044], [4.516, -3.316, -0.338], [5.729, -1.910, 1.319], [4.509, -0.191, 2.557], [2.150, -2.978, -0.744], [3.513, 1.162, 3.479], [2.160, 2.700, 4.837], [-0.059, 3.564, 5.440], [-2.519, 3.567, 5.095], [-3.508, 2.163, 3.259], [-2.085, 0.860, 1.822], [-5.952, -0.490, 3.605], [-5.655, -0.053, 1.493], [-3.579, -1.432, 1.341], [-2.321, -0.482, -0.042], [-4.937, 1.994, 1.249], [2.452, 2.082, -3.965], [2.193, 0.826, -2.577], [2.413, -0.831, -3.448], [3.666, 1.075, -1.441], [0.184, 0.792, -1.277], [0.137, 3.042, -0.503], [0.331, 4.287, -1.910], [1.635, 3.309, 0.617], [-1.447, 3.437, 0.392], [-1.591, 0.996, -2.904], [-0.888, 1.723, -4.505], [-2.924, 2.171, -2.343], [-2.336, -0.631, -3.472], [3.511, 2.003, -4.239], [2.259, 3.115, -3.679], [1.859, 1.860, -4.851], [3.369, -0.813, -3.984], [1.622, -1.008, -4.184], [2.433, -1.663, -2.745], [4.578, 0.770, -1.968], [3.591, 0.486, -0.528], [3.771, 2.129, -1.169], [1.334, 4.292, -2.339], [0.155, 5.273, -1.463], [-0.396, 4.153, -2.712], [2.394, 2.534, 0.518], [1.322, 3.330, 1.664], [2.101, 4.272, 0.380], [-1.959, 4.258, -0.118], [-1.223, 3.754, 1.415], [-2.165, 2.612, 0.469], [-0.320, 2.642, -4.361], [-1.747, 1.953, -5.147], [-0.256, 1.008, -5.040], [-2.570, 3.204, -2.280], [-3.368, 1.901, -1.378], [-3.717, 2.139, -3.101], [-1.664, -1.210, -4.112], [-3.220, -0.368, -4.067], [-2.660, -1.232, -2.622]], "forces_ev_per_angstrom": [[0.3, -0.6, 0.5], [0.0, 0.0, 0.0], [0.0, 0.0, 0.0], [0.0, -0.1, 0.0], [0.0, 0.0, 0.0], [0.0, -0.1, 0.0], [0.0, 0.0, 0.0], [0.0, 0.1, 0.1], [0.0, 0.0, -0.1], [0.0, -0.1, 0.1], [0.0, 0.0, -0.1], [0.0, 0.0, 0.0], [0.0, 0.0, -0.2], [0.0, -0.1, 0.2], [0.0, 0.1, 0.0], [0.0, 0.0, 0.0], [0.0, 0.1, 0.0], [0.0, 0.0, 0.0], [0.0, 0.0, 0.0], [0.0, 0.0, 0.0], [0.0, 0.0, 0.0], [0.0, 0.0, 0.0], [0.0, 0.1, 0.0], [0.0, 0.0, 0.0], [0.0, 0.0, 0.0], [0.0, 0.0, 0.0], [0.0, 0.1, 0.1], [-0.1, 0.1, 0.0], [-0.1, 0.0, -0.1], [0.1, 0.0, 0.0], [0.0, -0.1, -0.1], [0.1, 0.0, 0.0], [-0.1, 0.0, 0.1], [0.0, 0.0, 0.0], [0.0, 0.0, 0.0], [0.1, -0.1, 0.2], [0.0, -0.1, 0.3], [0.0, -0.1, -0.1], [-0.1, 0.2, 0.2], [0.0, 0.0, 0.0], [0.0, 0.0, 0.0], [0.0, 0.0, 0.0], [0.0, 0.0, 0.0], [0.0, 0.0, 0.0], [0.0, 0.0, 0.0], [0.0, 0.0, 0.0], [0.0, 0.0, 0.0], [0.0, 0.0, 0.0], [-0.1, -0.2, -0.1], [0.0, 0.0, -0.1], [0.1, 0.0, 0.2], [0.0, 0.3, -0.2], [-0.3, 0.0, 0.1], [-0.1, -0.1, -0.2], [0.0, 0.0, 0.0], [-0.1, -0.1, 0.1], [0.0, 0.0, -0.1], [0.0, 0.0, 0.0], [0.1, 0.4, -0.6], [0.2, -0.1, 0.0], [0.0, 0.1, 0.0], [0.0, 0.1, 0.0], [-0.2, 0.1, 0.0], [0.0, -0.1, 0.1], [0.0, 0.1, 0.0], [-0.1, 0.1, 0.1], [0.0, 0.0, 0.0], [0.0, 0.0, 0.0], [0.0, 0.0, 0.0], [0.0, 0.0, 0.0], [0.0, 0.0, 0.0], [0.0, 0.0, 0.0], [0.0, 0.0, 0.0], [0.0, 0.0, 0.0], [0.0, 0.0, 0.0], [0.0, 0.0, 0.0], [0.0, 0.0, 0.0], [0.0, 0.0, -0.1], [0.0, 0.0, 0.0], [0.0, 0.0, 0.0], [0.0, 0.0, -0.1], [0.0, 0.0, 0.0], [0.0, 0.0, 0.0], [0.0, 0.0, -0.1], [0.1, 0.1, -0.1], [0.0, 0.0, 0.0], [0.1, 0.0, 0.0], [0.0, 0.0, 0.0], [0.0, 0.0, 0.0], [0.0, 0.0, -0.1], [0.0, 0.0, 0.0], [0.0, 0.0, 0.0], [0.0, 0.0, 0.0], [0.0, 0.0, 0.0]], "lowdin_charge": [-0.08, -0.03, -0.10, 0.03, -0.18, -0.16, -0.02, -0.02, -0.03, -0.14, -0.02, -0.04, -0.16, 0.01, -0.14, 0.11, 0.11, 0.11, 0.11, 0.11, 0.11, 0.10, 0.05, -0.12, -0.13, -0.07, -0.21, -0.14, -0.12, -0.22, -0.02, -0.04, -0.19, -0.06, -0.07, -0.08, -0.08, -0.21, 0.11, 0.09, 0.08, 0.09, 0.08, 0.09, 0.11, 0.10, 0.10, 0.01, -0.02, -0.54, -0.12, -0.12, 0.06, -0.32, -0.22, 0.33, -0.22, -0.21, 0.87, 0.34, -0.22, -0.20, -0.21, 0.29, -0.24, -0.22, -0.24, 0.03, 0.00, 0.01, 0.03, 0.02, 0.00, 0.03, 0.00, 0.02, 0.00, 0.03, 0.01, 0.00, 0.01, 0.03, 0.04, 0.03, -0.03, 0.00, 0.03, 0.01, 0.01, -0.03, 0.04, 0.01, 0.03, -0.02]}



# 2
{"formula": "C20H38O7S", "method": "ωB97M-V/def2-TZVPD", "smiles": "CCCC[C@@H](CC)COC(=O)C[C@H](C(=O)OC[C@@H](CC)CCCC)S(=O)(=O)O", "multiplicity": 1, "e_lumo_ev": 0.61, "homo_ev": -10.7, "e_above_lowest_kj_mol": 0.0, "elements": ["C", "C", "C", "C", "C", "C", "C", "C", "O", "C", "O", "C", "C", "C", "O", "O", "C", "C", "C", "C", "C", "C", "C", "C", "S", "O", "O", "O", "H", "H", "H", "H", "H", "H", "H", "H", "H", "H", "H", "H", "H", "H", "H", "H", "H", "H", "H", "H", "H", "H", "H", "H", "H", "H", "H", "H", "H", "H", "H", "H", "H", "H", "H", "H", "H", "H"], "xyz": [[-6.377, -3.433, -0.714], [-6.492, -1.920, -0.852], [-5.197, -1.214, -0.456], [-5.312, 0.303, -0.597], [-4.026, 1.043, -0.218], [-3.968, 2.451, -0.827], [-3.485, 2.424, -2.271], [-3.886, 1.132, 1.306], [-2.563, 1.560, 1.654], [-1.625, 0.646, 1.704], [-1.818, -0.551, 1.635], [-0.256, 1.257, 1.940], [0.835, 0.375, 1.371], [2.118, 1.111, 1.076], [2.153, 2.263, 0.732], [3.156, 0.308, 1.213], [4.422, 0.760, 0.710], [4.720, 0.121, -0.653], [5.520, 1.092, -1.532], [4.650, 2.206, -2.104], [5.466, -1.208, -0.487], [4.704, -2.260, 0.320], [3.486, -2.816, -0.415], [2.736, -3.832, 0.439], [0.319, -0.143, -0.323], [-0.800, 0.652, -0.724], [1.452, -0.192, -1.180], [-0.148, -1.635, -0.091], [-6.155, -3.707, 0.315], [-7.307, -3.917, -1.004], [-5.579, -3.814, -1.348], [-6.739, -1.668, -1.886], [-7.308, -1.559, -0.222], [-4.951, -1.479, 0.574], [-4.383, -1.569, -1.090], [-6.136, 0.670, 0.020], [-5.553, 0.534, -1.636], [-3.162, 0.486, -0.591], [-4.955, 2.918, -0.763], [-3.270, 3.053, -0.244], [-4.150, 1.835, -2.899], [-3.439, 3.432, -2.676], [-2.491, 1.986, -2.311], [-4.554, 1.889, 1.722], [-4.078, 0.163, 1.775], [-0.221, 2.235, 1.457], [-0.118, 1.399, 3.016], [1.016, -0.541, 1.926], [5.166, 0.473, 1.457], [4.385, 1.849, 0.631], [3.759, -0.065, -1.140], [5.958, 0.531, -2.360], [6.343, 1.517, -0.951], [4.183, 2.792, -1.317], [5.247, 2.874, -2.720], [3.858, 1.781, -2.715], [6.426, -1.009, -0.001], [5.678, -1.615, -1.478], [4.381, -1.831, 1.270], [5.386, -3.085, 0.546], [3.813, -3.294, -1.341], [2.807, -2.007, -0.679], [2.415, -3.377, 1.374], [3.371, -4.684, 0.675], [1.854, -4.189, -0.084], [-0.933, -1.633, 0.487]], "forces_ev_per_angstrom": [[-0.1, 0.2, -0.1], [0.3, -0.2, 0.1], [-0.4, 0.2, -0.1], [0.5, -0.2, 0.1], [-0.1, 0.3, 0.3], [0.2, -0.2, -0.1], [-0.1, 0.1, 0.2], [-0.5, -0.5, -0.3], [0.1, 0.4, 0.1], [0.3, 0.0, 0.5], [-0.3, -0.1, 0.1], [-0.3, 0.2, -0.1], [-0.3, -0.2, -0.8], [0.2, 0.5, 0.2], [-0.1, 0.0, 0.0], [0.0, -0.5, 0.3], [0.3, 0.4, -0.4], [0.2, -0.1, 0.1], [-0.3, 0.0, 0.0], [0.2, -0.1, 0.1], [-0.3, 0.0, 0.2], [0.1, 0.0, -0.4], [0.1, 0.0, 0.3], [0.1, 0.1, -0.2], [-0.3, -0.5, 0.0], [-0.1, 0.2, 0.0], [0.2, -0.2, 0.0], [0.6, 0.1, -0.5], [0.0, -0.1, 0.1], [0.0, -0.1, 0.0], [0.1, -0.1, -0.1], [-0.1, 0.1, 0.0], [-0.1, 0.1, 0.0], [0.1, -0.1, 0.1], [0.1, 0.0, 0.0], [-0.1, 0.1, 0.0], [-0.1, 0.1, 0.0], [-0.1, 0.0, 0.0], [0.0, 0.1, 0.1], [0.0, 0.1, 0.0], [0.0, -0.1, -0.1], [0.0, 0.1, -0.1], [0.1, 0.0, -0.1], [0.1, -0.1, 0.0], [0.0, 0.2, 0.0], [0.0, -0.1, 0.1], [0.0, 0.0, -0.1], [0.0, 0.0, 0.0], [-0.1, 0.0, 0.0], [0.1, -0.2, 0.1], [0.1, 0.0, 0.0], [0.1, 0.0, 0.0], [0.1, 0.0, 0.0], [-0.1, 0.1, 0.1], [0.0, 0.1, -0.1], [-0.1, 0.0, -0.1], [0.1, 0.0, -0.1], [0.1, 0.0, -0.1], [0.0, -0.1, 0.1], [0.0, 0.0, 0.1], [0.0, 0.1, -0.1], [0.1, 0.0, -0.1], [-0.1, 0.0, 0.1], [0.0, -0.1, 0.1], [-0.1, -0.1, 0.0], [-0.2, 0.2, 0.2]], "lowdin_charge": [-0.12, -0.27, -0.22, -0.17, -0.32, -0.21, -0.09, -0.11, 0.04, -0.51, 0.08, -0.04, -0.18, -0.52, 0.14, 0.02, -0.10, -0.31, -0.22, -0.09, -0.17, -0.21, -0.25, -0.11, 0.66, -0.23, -0.24, -0.13, 0.07, 0.07, 0.07, 0.11, 0.11, 0.11, 0.12, 0.12, 0.11, 0.12, 0.12, 0.11, 0.07, 0.07, 0.06, 0.14, 0.12, 0.14, 0.15, 0.15, 0.14, 0.12, 0.12, 0.11, 0.12, 0.06, 0.07, 0.08, 0.12, 0.12, 0.10, 0.11, 0.11, 0.07, 0.07, 0.07, 0.07, 0.07]}



# 3
{"formula": "C8H8N2O3P", "method": "ωB97M-V/def2-TZVPD", "charge": -1, "multiplicity": 1, "e_lumo_ev": 3.45, "homo_ev": -3.9, "e_above_lowest_kj_mol": 227.0, "elements": ["C", "C", "C", "C", "C", "C", "C", "C", "N", "N", "O", "O", "O", "P", "H", "H", "H", "H", "H", "H", "H", "H"], "xyz": [[-2.601, 1.014, 1.116], [-2.141, -0.230, 1.599], [-1.817, 1.688, 0.211], [-1.114, -0.899, 0.945], [0.051, 1.674, -1.394], [-0.704, 1.064, -0.319], [-0.383, -0.294, -0.078], [1.272, 2.068, -1.185], [0.628, -0.853, -0.823], [2.307, 2.594, -0.827], [0.458, -3.546, -0.618], [2.667, -2.347, -1.147], [1.759, -2.139, 1.254], [1.184, -2.305, -0.378], [-3.479, 1.654, 1.420], [-2.558, -0.790, 2.518], [-2.173, 2.589, -0.087], [-0.581, -1.845, 1.423], [-0.475, 1.853, -2.285], [2.093, -1.304, 1.319], [2.506, -1.601, -1.708], [3.098, 1.955, -0.956]], "forces_ev_per_angstrom": [[-0.8, 0.6, 1.2], [-1.0, -1.1, 1.1], [0.8, -3.2, 0.6], [1.5, -1.7, 2.2], [0.7, 1.1, 0.3], [-0.2, -0.9, -0.5], [0.2, 0.7, -0.5], [-1.5, 0.2, -0.3], [0.1, -0.8, 0.9], [1.6, -0.1, 0.1], [-0.4, -0.7, 0.6], [-1.3, -0.4, 0.9], [-2.4, -4.4, -2.1], [2.2, 1.2, 1.1], [0.8, -1.5, 0.4], [0.3, 1.2, -1.6], [-0.5, 2.8, -1.1], [-1.9, 1.8, -1.0], [-0.2, 0.2, -1.4], [1.4, 3.7, 0.3], [0.4, 1.0, -1.0], [0.1, 0.2, 0.1]], "lowdin_charge": [-0.14, -0.12, -0.08, -0.07, -0.09, -0.21, -0.35, -0.20, -0.09, 0.12, -0.31, -0.19, -0.18, 0.38, 0.10, 0.11, 0.07, 0.13, 0.10, -0.02, 0.01, 0.06]}



# 4
{"formula": "C2H7N", "method": "ωB97M-V/def2-TZVPD", "smiles": "CNC", "multiplicity": 1, "e_lumo_ev": 1.29, "homo_ev": -8.3, "e_above_lowest_kj_mol": 142.7, "elements": ["C", "N", "C", "H", "H", "H", "H", "H", "H", "H"], "xyz": [[-1.161, 0.245, 0.449], [-0.182, -0.156, -0.682], [1.186, -0.265, -0.140], [-1.194, 1.250, 0.504], [-2.123, -0.229, 0.401], [-0.768, -0.312, 1.227], [-0.222, 0.399, -1.589], [1.315, -0.697, 0.864], [1.531, 0.695, -0.183], [1.617, -0.930, -0.851]], "forces_ev_per_angstrom": [[1.2, -3.2, -3.6], [-2.2, -0.1, 0.7], [-1.8, -1.5, -1.0], [-0.3, 3.4, 1.0], [-0.8, 0.2, -1.0], [1.1, -0.2, 2.2], [0.0, -0.8, 2.1], [-0.6, 0.2, -0.4], [2.1, 2.4, 0.3], [1.3, -0.3, -0.3]], "lowdin_charge": [-0.09, -0.19, -0.15, 0.03, 0.06, 0.04, 0.12, 0.09, 0.04, 0.06]}



# 5
{"formula": "C6H10O", "method": "ωB97M-V/def2-TZVPD", "smiles": "C=CO.C#C.C=C", "multiplicity": 1, "e_lumo_ev": 0.98, "homo_ev": -9.0, "e_above_lowest_kj_mol": 358.8, "elements": ["C", "C", "O", "H", "H", "H", "H", "C", "C", "H", "H", "C", "C", "H", "H", "H", "H"], "xyz": [[-0.750, 1.358, 1.337], [-1.499, 0.290, 1.073], [-1.632, -0.819, 1.848], [-0.151, 1.436, 2.242], [-0.707, 2.177, 0.629], [-2.081, 0.195, 0.162], [-1.114, -0.695, 2.654], [-0.595, 0.010, -2.331], [-1.739, 0.325, -2.530], [0.417, -0.266, -2.117], [-2.757, 0.602, -2.695], [1.855, -0.564, 0.536], [2.354, -0.976, -0.624], [1.150, -1.168, 1.102], [2.116, 0.402, 0.960], [3.046, -0.364, -1.198], [2.085, -1.942, -1.048]], "forces_ev_per_angstrom": [[-0.1, -0.1, 0.0], [0.1, 0.3, -0.2], [0.1, 0.0, 0.2], [-0.1, 0.0, -0.1], [0.0, -0.1, 0.1], [0.1, 0.0, 0.1], [-0.1, -0.1, -0.1], [-0.5, 0.2, -0.1], [0.5, -0.1, 0.0], [-0.2, 0.1, 0.0], [0.2, 0.0, 0.0], [0.1, -0.1, -0.2], [0.0, 0.0, 0.2], [0.1, 0.1, -0.1], [0.0, -0.2, -0.1], [-0.1, -0.1, 0.1], [0.0, 0.1, 0.1]], "lowdin_charge": [-0.02, -0.30, -0.01, 0.06, 0.05, 0.08, 0.10, 0.01, -0.01, -0.01, 0.02, -0.08, -0.10, 0.05, 0.05, 0.05, 0.05]}



# 6
{"formula": "CH7N3O", "method": "ωB97M-V/def2-TZVPD", "smiles": "N=C(N)N.O", "multiplicity": 1, "e_lumo_ev": 0.87, "homo_ev": -8.6, "e_above_lowest_kj_mol": 228.5, "elements": ["N", "C", "N", "N", "H", "H", "H", "H", "H", "O", "H", "H"], "xyz": [[0.633, 0.656, 0.790], [0.681, 0.023, -0.341], [1.295, 0.475, -1.552], [-0.129, -1.110, -0.566], [0.154, 1.445, 0.840], [2.234, 0.900, -1.390], [1.366, -0.257, -2.272], [-0.708, -1.099, -1.369], [-0.566, -1.332, 0.308], [-1.834, -0.206, 1.553], [-0.901, 0.165, 1.686], [-2.225, 0.340, 2.311]], "forces_ev_per_angstrom": [[3.0, -5.3, -1.0], [-1.9, 0.9, -1.5], [1.0, -0.7, 1.3], [2.3, 0.5, 1.4], [-1.6, 4.8, 0.1], [-1.4, -0.2, -0.1], [-0.1, 0.5, 0.6], [-0.3, -0.1, -0.7], [-0.8, -0.2, -0.1], [0.2, 2.2, 2.7], [-0.6, -1.0, -1.0], [0.0, -1.5, -1.5]], "lowdin_charge": [0.05, -0.50, 0.10, 0.12, -0.01, 0.11, 0.09, 0.08, 0.06, -0.16, 0.00, 0.07]}



| no. | total energy (eV) | gap between HOMO and LUMO (Ha) | M (g mol⁻¹) |
| --- | --- | --- | --- |
| 1 | -265578.3452 | 0.1444 | 938.0 |
| 2 | -46525.6606 | 0.4154 | 422.6 |
| 3 | -26839.4102 | 0.2682 | 211.1 |
| 4 | -3676.0031 | 0.3542 | 45.1 |
| 5 | -8427.5220 | 0.3670 | 98.1 |
| 6 | -7667.1559 | 0.3478 | 77.1 |